No. 1
Below is a molecular structure, C11H15N4O5Pt in a non-equilibrium geometry, with properties calculated with ωB97M-V with the def2-TZVPD basis set.

Output
Lowest unoccupied orbital energy (alpha / beta) (eV): -4.80 / -4.80
F_max (hartree/bohr): 0.02897
Gap between HOMO and LUMO (alpha / beta) (Eh): 0.2851 / 0.2851
Relative energy (zero: lowest compared OMol25 entry of this formula, charge and spin) (kcal/mol): 59.2
Charge: +1

Cartesian coordinates (Å):
Pt1 -0.04791 0.59060 -0.10239
C1 -2.70291 -1.94885 -0.56848
C2 -1.29144 -2.09104 -0.99683
N1 -0.31103 -1.21498 -0.82957
C3 0.83392 -1.75575 -1.35385
C4 0.56123 -2.97409 -1.87177
N2 -0.77651 -3.16258 -1.63853
C5 1.34882 -4.02725 -2.56319
O1 2.64198 -3.78924 -2.71876
O2 0.79200 -5.02002 -2.93758
C6 2.03679 -0.96182 -1.17546
O3 3.13858 -1.27776 -1.55415
O4 1.76837 0.16104 -0.50648
H1 -2.83319 -1.00187 -0.04858
H2 -2.98012 -2.75399 0.11114
H3 -3.37288 -1.97384 -1.42774
H4 -1.25962 -4.00685 -1.91730
H5 2.89805 -2.92403 -2.34213
N3 -1.47080 2.85854 -1.60590
C7 -1.97635 4.09317 -1.57172
C8 -1.88456 4.54459 -0.26885
C9 -1.29595 3.49594 0.42458
N4 -1.03022 2.46370 -0.39044
H6 -1.33210 2.25116 -2.39558
H7 -2.35649 4.55766 -2.46597
H8 -2.19867 5.49887 0.11230
H9 -1.03533 3.42372 1.46634
C10 1.89664 0.74311 4.28349
C11 1.71155 0.57233 2.79759
O5 0.35403 0.90489 2.39712
H10 2.92336 0.50842 4.56488
H11 1.22995 0.08623 4.84085
H12 1.71149 1.77551 4.59039
H13 1.84227 -0.46552 2.49251
H14 2.40679 1.18357 2.21842
H15 0.06029 1.63639 2.95164

=====

No. 2
Below is CH2O3S2 in the gas phase in a non-equilibrium geometry, with properties calculated with ωB97M-V with the def2-TZVPD basis set.

Output
Lowest unoccupied orbital energy (alpha / beta) (eV): -2.60 / -2.84
F_max (hartree/bohr): 0.06780
Gap between HOMO and LUMO (alpha / beta) (Eh): 0.2711 / 0.2798
Relative energy (zero: lowest compared OMol25 entry of this formula, charge and spin) (kcal/mol): 70.5

Cartesian coordinates (Å):
C1 -0.95993 -0.05323 0.46843
O1 1.18002 1.28078 -0.40970
O2 2.53884 -0.64293 -0.79970
O3 0.19105 -0.80504 0.31213
S1 -2.42477 -0.63666 -0.33129
S2 1.24375 -0.10183 -0.76503
H1 -0.90204 0.00115 1.50262
H2 -0.86692 0.95775 0.02255

=====

No. 3
Below is 2 unconnected molecules or ions with the total composition C3H9NO in a non-equilibrium geometry, with properties calculated with ωB97M-V with the def2-TZVPD basis set.

Output
Lowest unoccupied orbital energy (eV): 1.09
F_max (hartree/bohr): 0.03774
Gap between HOMO and LUMO (Eh): 0.4043
Relative energy (zero: lowest compared OMol25 entry of this formula, charge and spin) (kcal/mol): 48.5

Cartesian coordinates (Å):
C1 -2.69499 -0.40167 -0.83317
N1 -2.04533 -0.91446 0.13824
H1 -2.93965 -0.90179 -1.76983
H2 -3.13469 0.59320 -0.72525
H3 -1.58941 -1.70035 -0.34887
H4 0.25525 -0.96986 -0.21404
C2 1.30504 0.67075 -0.20297
O1 0.64512 -0.40401 -0.87272
C3 1.77193 0.44204 1.21317
H5 0.54174 1.46502 -0.25188
H6 2.13934 1.02331 -0.81900
H7 1.04445 -0.15074 1.77915
H8 1.99357 1.37633 1.71830
H9 2.70763 -0.12776 1.18888

=====

No. 4
Below is 7 unconnected molecules or ions with the total composition C24H66N5O9 in a non-equilibrium geometry, with properties calculated with ωB97M-V with the def2-TZVPD basis set.

Output
Expectation value of S²: 0.756
Lowest unoccupied orbital energy (alpha / beta) (eV): -8.94 / -10.01
F_max (hartree/bohr): 0.09434
Gap between HOMO and LUMO (alpha / beta) (Eh): 0.2662 / 0.2268
Charge: +4
Multiplicity: 2

Cartesian coordinates (Å):
C1 10.62669 7.74732 21.83267
C2 11.47334 8.97404 22.17689
C3 11.91288 9.73289 20.92134
O1 10.79134 10.13120 20.04480
C4 11.28094 10.44963 18.73312
N1 10.69117 9.86107 23.18374
H1 10.65392 9.34537 24.05136
H2 11.07676 10.73754 23.50503
H3 9.75526 10.17672 22.97270
H4 11.23810 6.98809 21.34496
H5 9.63907 7.81058 21.37583
H6 10.48014 7.32860 22.82831
H7 12.37488 8.68424 22.71665
H8 12.66903 9.03581 20.56018
H9 12.50125 10.60414 21.20913
H10 10.38055 10.58571 18.13406
H11 11.83834 9.68204 18.19626
H12 11.91961 11.32576 18.62101
C5 5.84329 0.69928 20.57355
C6 6.38137 2.06408 21.07030
C7 7.77387 2.40063 20.53874
O2 8.69297 1.72827 21.37051
C8 10.01036 1.91009 20.93402
N2 5.30509 3.02565 20.54126
H13 5.53383 3.97244 20.80842
H14 5.39083 3.07523 19.53613
H15 4.35479 2.78629 20.78571
H16 5.53941 0.76759 19.52899
H17 4.98758 0.38648 21.17190
H18 6.52284 -0.15011 20.64313
H19 6.39285 2.12884 22.15832
H20 7.94194 3.47338 20.63388
H21 7.79268 2.05306 19.50581
H22 10.61063 1.24067 21.55017
H23 10.35355 2.94192 21.00925
H24 10.19065 1.58139 19.91052
C9 17.13126 -0.22309 18.99651
C10 15.82229 -0.39872 19.69864
C11 15.11247 0.94017 19.98994
O3 13.86279 0.70481 20.55122
C12 13.28187 1.90672 21.04654
N3 14.93329 -1.15819 18.68690
H25 15.15726 -2.14271 18.66169
H26 13.97673 -1.19532 19.00894
H27 14.95719 -0.78611 17.74824
H28 17.85201 0.18776 19.70349
H29 17.00493 0.41075 18.11878
H30 17.48527 -1.13913 18.52362
H31 15.82412 -1.06910 20.55811
H32 15.14205 1.54198 19.08161
H33 15.77439 1.47130 20.67395
H34 12.63281 1.76962 21.91143
H35 12.59618 2.27996 20.28588
H36 13.96525 2.74154 21.20195
C13 6.34864 7.28338 17.12162
C14 7.72189 7.17996 17.81431
C15 8.23144 8.48132 18.52137
O4 7.20307 8.93716 19.38834
C16 7.61249 9.98114 20.24849
N4 7.60176 6.04794 18.83197
H37 8.51659 5.79443 19.17682
H38 7.06488 6.32752 19.64048
H39 7.19888 5.19192 18.47837
H40 5.52903 7.24477 17.83915
H41 6.15431 6.48646 16.40381
H42 6.18419 8.23401 16.61431
H43 8.39557 6.65700 17.13551
H44 8.53667 9.25610 17.81806
H45 9.16468 8.33194 19.06438
H46 7.99361 10.88739 19.77777
H47 8.25202 9.50388 20.99101
H48 6.76506 10.42204 20.77343
C17 8.07359 2.45816 11.71792
C18 9.26452 3.36416 11.73284
C19 10.47229 2.75922 12.42446
O5 10.45097 3.00417 13.80091
C20 10.80938 4.32402 14.24855
N5 9.61869 3.67439 10.24917
H49 10.39420 4.28695 10.04072
H50 9.78660 2.78803 9.79500
H51 8.90129 4.18624 9.75576
H52 7.87191 2.05638 12.71089
H53 8.14314 1.49638 11.20974
H54 7.22132 3.04037 11.36752
H55 9.08924 4.35586 12.14984
H56 11.43317 2.98195 11.96056
H57 10.47704 1.75926 11.99066
H58 11.87554 4.53781 14.17307
H59 10.52605 4.45798 15.29252
H60 10.38481 5.17029 13.70848
C21 11.96341 7.67598 16.04056
C22 11.67403 8.60532 14.85513
O6 12.25520 9.69108 14.81588
O7 10.86511 8.24938 13.95338
H61 12.68564 8.01428 16.78354
H62 12.39567 6.71197 15.77235
H63 11.04746 7.46718 16.59332
C23 11.96647 4.01060 17.91006
C24 11.14336 4.99518 18.73021
O8 10.06744 4.70650 19.22011
O9 11.65112 6.12432 18.84882
H64 11.42025 3.07844 17.76569
H65 12.99863 3.71896 18.10416
H66 11.97505 4.41424 16.89758

=====

No. 5
Below is 2 unconnected molecules or ions with the total composition C6H13NO2 in a non-equilibrium geometry, with properties calculated with ωB97M-V with the def2-TZVPD basis set.

Output
Lowest unoccupied orbital energy (eV): 0.53
F_max (hartree/bohr): 0.02883
Gap between HOMO and LUMO (Eh): 0.2874
Relative energy (zero: lowest compared OMol25 entry of this formula, charge and spin) (kcal/mol): 137.2

Cartesian coordinates (Å):
C1 -0.95542 0.19604 0.57597
C2 1.62966 0.01250 0.00279
C3 1.47789 -1.32656 -0.44781
C4 -0.98779 -0.79871 1.70274
C5 -2.21484 0.32667 -0.23726
C6 1.94617 1.10492 -0.94802
O1 -0.53485 1.43491 1.04138
N1 -0.12856 -1.05490 -0.94620
O2 -0.21812 -0.58523 -2.06570
H1 -0.57762 2.06616 0.31073
H2 1.61554 0.23158 1.05809
H3 2.00764 -1.64027 -1.34407
H4 1.48213 -2.09441 0.31906
H5 -0.04143 -0.82136 2.24269
H6 -1.21258 -1.79174 1.32165
H7 -1.75769 -0.50698 2.42586
H8 -2.95071 0.90626 0.32968
H9 -2.01593 0.84058 -1.18338
H10 -2.62122 -0.64851 -0.49321
H11 1.22205 1.09936 -1.77866
H12 1.91040 2.08287 -0.46715
H13 2.92529 0.96681 -1.41919

=====

No. 6
Below is C10H13ClN2 in the gas phase in a non-equilibrium geometry, with properties calculated with ωB97M-V with the def2-TZVPD basis set.

Output
Lowest unoccupied orbital energy (eV): 0.82
F_max (hartree/bohr): 0.02639
Gap between HOMO and LUMO (Eh): 0.3629
Relative energy (zero: lowest compared OMol25 entry of this formula, charge and spin) (kcal/mol): 0.0

Cartesian coordinates (Å):
C1 -1.34448 -1.60551 1.91018
C2 -2.86017 0.28985 1.89329
C3 -3.03641 1.55620 1.05795
C4 -2.19081 1.30066 -0.21000
C5 -1.60057 -0.11237 0.00415
C6 -0.23313 -0.30051 -0.62306
C7 -0.07574 -0.93073 -1.84710
C8 2.17750 -0.59890 -1.87506
C9 2.11830 0.04574 -0.64366
C10 0.89815 0.20026 0.00861
H1 -2.13584 -2.29913 1.57383
H2 -0.38266 -1.96891 1.57260
H3 -1.37744 -1.62736 3.00351
H4 -2.84815 0.45857 2.99670
H5 -3.70441 -0.40636 1.69386
H6 -4.09811 1.74597 0.83927
H7 -2.69019 2.45468 1.59695
H8 -1.38673 1.99331 -0.27232
H9 -2.78141 1.32421 -1.15680
H10 -2.28676 -0.85864 -0.43934
H11 -0.94412 -1.30181 -2.33656
H12 3.11633 -0.72747 -2.41141
H13 0.82929 0.69219 0.97888
N1 -1.57828 -0.25192 1.45390
N2 1.08579 -1.07476 -2.47830
Cl1 3.58952 0.63172 0.08705

=====

Number 1: energy -1142.47380 Ha. Number 2: energy -1061.26123 Ha. Number 3: energy -249.63637 Ha. Number 4: energy -1903.43650 Ha. Number 5: energy -441.46144 Ha. Number 6: energy -958.55155 Ha.